{
  "formula": "C22H26Br2O7P",
  "method": "the ωB97M-V functional and the def2-TZVPD basis",
  "e_above_lowest_ev": 0.523,
  "multiplicity": 1,
  "total_charge": -1,
  "homo_ev": -3.528,
  "homo_lumo_gap_ha": 0.143,
  "elements": ["C", "C", "H", "C", "C", "H", "H", "H", "C", "Br", "O", "C", "H", "H", "C", "H", "P", "C", "H", "C", "O", "C", "H", "O", "O", "C", "H", "H", "Br", "O", "C", "H", "H", "C", "C", "H", "C", "H", "C", "C", "H", "C", "H", "H", "C", "C", "H", "H", "H", "H", "H", "C", "H", "H", "O", "O", "H", "C"],
  "coordinates": [[1.95713, -4.65605, 3.31155], [-0.20142, 4.19546, -4.09343], [0.05068, -3.65584, 3.65036], [1.20803, 4.07517, -3.79872], [1.04391, -3.44684, 3.21421], [2.89368, -4.47917, 2.78312], [1.49721, -5.55657, 2.89668], [-2.17184, 4.14007, -3.42576], [-1.74686, 3.50440, -0.82356], [3.36948, 3.62833, -2.06022], [1.55868, -2.31635, 3.88087], [-4.08245, 2.77838, -0.43520], [-3.70438, 1.93467, 0.11661], [-3.01523, 5.55562, -2.04414], [0.61406, 3.66094, -1.46628], [-3.80484, 0.18910, 1.72288], [0.52963, -1.07242, 3.64287], [-0.93770, -1.45889, 4.61493], [-5.39290, 5.79940, -2.41386], [-3.69025, 4.79709, -1.68801], [2.05920, 4.18988, -4.66889], [-5.94222, 3.99144, -1.39040], [0.91355, 3.44872, -0.45396], [-3.20091, -1.64904, 4.76120], [0.20007, -1.01330, 2.14318], [-5.03176, 4.94112, -1.88287], [-1.41576, 3.02232, 0.08168], [2.20245, -4.85256, 4.35406], [-0.68398, 4.44337, -5.87538], [1.13288, 0.32075, 4.22420], [-3.52546, -0.67344, 2.34127], [-0.80594, -2.06068, 5.48787], [-2.92120, -2.72350, 2.14142], [-1.13656, 4.08673, -3.13898], [-5.42332, 2.91333, -0.65194], [2.79922, 2.57572, 2.34603], [-3.16616, 3.69783, -0.98233], [-8.84220, 5.04317, -2.47556], [1.24671, 1.30930, 3.22494], [-3.20991, -1.89154, 1.49782], [0.63948, 2.17051, 3.55560], [-0.78445, 3.79212, -1.77491], [3.26024, 0.88244, 2.56370], [-7.55812, 6.07087, -1.80652], [1.54974, 3.80092, -2.42039], [-2.22426, -1.14188, 4.19001], [-4.35037, -0.85706, 3.04537], [-7.28333, 5.13772, -3.31568], [-4.05260, -2.20449, 0.87782], [-2.34951, -1.69172, 0.85559], [-6.11697, 2.18608, -0.26906], [2.69735, 1.70689, 3.00013], [3.17177, 1.93654, 3.95417], [0.77905, 0.92427, 2.30118], [-7.30856, 4.04410, -1.57874], [-2.38710, -0.30246, 3.08994], [0.87556, -3.14392, 2.16413], [-7.76428, 5.13987, -2.33696]],
  "atomic_forces_ev_per_a": [[0.266, 0.388, 0.290], [-0.855, -0.018, 0.541], [0.305, -0.148, -0.202], [1.176, 0.263, -1.276], [-0.940, -0.973, -1.016], [0.064, 0.014, -0.046], [-0.137, 0.211, -0.028], [-0.123, -0.079, 0.019], [1.106, 0.204, -1.038], [0.350, -0.036, 0.217], [0.748, 1.437, 0.828], [0.800, 0.398, -0.283], [0.021, -0.184, 0.180], [0.067, 0.187, -0.066], [0.453, -0.140, -0.138], [0.174, -0.054, 0.001], [-4.265, -0.948, -1.448], [2.556, 1.093, -1.601], [-0.037, 0.275, -0.153], [0.880, -0.699, 0.634], [-0.163, -0.036, 0.152], [0.258, -0.162, 0.069], [-0.025, -0.093, 0.231], [-0.811, 0.554, -0.442], [1.285, 0.422, 2.158], [-1.471, -0.112, -0.032], [0.130, 0.002, 0.338], [0.015, -0.085, 0.115], [-0.097, 0.099, -0.431], [0.654, -1.338, -0.317], [-0.529, 0.154, 0.099], [-0.150, -0.189, 0.383], [-0.113, 0.007, 0.074], [0.029, 0.046, -0.464], [-1.086, 0.340, -0.335], [-0.134, -0.016, -0.017], [-0.753, 0.261, -0.185], [0.151, -0.159, 0.146], [-0.144, 1.288, -0.857], [0.205, -0.114, -0.186], [0.308, -0.181, 0.027], [-1.098, -0.297, 0.930], [-0.047, -0.081, -0.101], [0.000, 0.143, -0.121], [-0.379, -0.118, 0.883], [0.242, -1.218, 1.167], [0.118, -0.082, -0.318], [-0.029, 0.173, -0.095], [-0.098, 0.044, 0.030], [-0.037, 0.074, -0.001], [-0.148, -0.177, 0.136], [0.026, -0.155, 0.224], [0.007, 0.120, 0.067], [0.339, 0.315, 0.294], [1.072, -0.287, 0.326], [-0.007, -0.022, 0.375], [0.060, -0.435, 0.381], [-0.189, 0.125, -0.120]]
}



{
  "formula": "C22H26BrN2O2S3Tl",
  "method": "the ωB97M-V functional and the def2-TZVPD basis",
  "e_above_lowest_ev": 0.459,
  "multiplicity": 1,
  "total_charge": 2,
  "homo_ev": [-13.789, -13.781],
  "homo_lumo_gap_ha": [0.194, 0.194],
  "elements": ["H", "H", "H", "H", "C", "C", "C", "H", "H", "H", "C", "C", "H", "H", "H", "C", "C", "C", "Tl", "C", "H", "C", "O", "C", "C", "H", "Br", "C", "H", "C", "S", "N", "C", "H", "S", "H", "C", "H", "C", "S", "H", "H", "H", "H", "H", "C", "O", "H", "H", "C", "H", "C", "C", "H", "H", "N", "C"],
  "coordinates": [[2.34238, 2.01946, 1.30262], [-0.49652, 2.48919, -1.98552], [6.77271, -1.00673, 5.25024], [-2.50144, 7.58632, -0.13123], [4.16181, -1.01279, 3.05044], [-3.34411, -1.52931, -2.96109], [4.05503, -2.41410, 2.84884], [0.23084, 4.14349, -2.89712], [-1.11744, -3.11521, -3.11633], [-4.08871, -1.13855, -3.65458], [6.01268, -1.38793, 4.58047], [-1.39914, 3.96860, -0.79100], [3.33014, -2.81877, 2.15971], [6.54567, -3.44443, 4.88603], [-0.35849, -4.80020, -1.54138], [-3.14293, -4.18079, -1.02273], [-0.88188, 2.53233, -0.94062], [-2.19587, 6.56450, -0.31580], [-2.01827, -0.49234, 0.84607], [-4.36533, -3.26495, -0.99145], [3.75392, 0.98141, 2.55560], [-1.12662, 6.32141, -1.15971], [0.34738, 4.85022, -2.25208], [5.88001, -2.76107, 4.37320], [2.17073, -0.05619, 1.71868], [-4.83930, -3.29041, -0.00992], [1.12801, -1.61289, 1.49341], [-0.38568, -3.77538, -1.17198], [-3.72329, 5.71016, 0.94408], [-2.88972, 5.51314, 0.28325], [-1.74659, -3.64015, 0.01399], [0.32314, 2.35509, -0.08299], [5.18014, -0.52434, 3.91498], [-1.71381, -0.72633, -4.11379], [-4.06852, -1.50457, -1.29509], [-3.16050, -2.56564, -3.23596], [-0.38611, -2.81785, -2.36717], [-5.10175, -3.60621, -1.71804], [-0.73775, 5.01860, -1.43343], [-0.71125, -1.07856, -1.96613], [0.51174, -3.63073, -0.57095], [5.28240, 0.54442, 4.06142], [4.83858, -4.33234, 3.33330], [0.97413, 3.13886, -0.02348], [0.59408, -2.85502, -2.84239], [-2.49337, 4.21647, 0.04410], [-1.82064, 1.63401, -0.80742], [-2.32195, 0.35722, -2.85960], [-0.58981, 7.12493, -1.64814], [4.91015, -3.26636, 3.49979], [-3.00994, 3.38958, 0.51295], [-2.08539, -0.68164, -3.09043], [1.71655, 1.13836, 1.15585], [-2.76738, -4.29012, -2.03902], [-3.43549, -5.17112, -0.67826], [0.59539, 1.22340, 0.45296], [3.36738, -0.02813, 2.43284]],
  "atomic_forces_ev_per_a": [[-0.045, 0.016, -0.039], [-0.042, -0.183, -0.024], [-0.037, -0.036, -0.033], [0.016, -0.029, 0.011], [0.098, -0.086, 0.022], [0.008, 0.068, 0.071], [-0.038, 0.031, 0.001], [-0.106, 0.117, -0.056], [0.002, -0.056, 0.014], [0.005, -0.032, -0.028], [0.075, -0.070, 0.050], [-0.074, -0.070, 0.079], [0.053, 0.038, 0.062], [-0.028, 0.011, -0.018], [0.058, -0.034, 0.005], [-0.058, 0.108, 0.025], [0.242, 0.407, -0.140], [-0.025, -0.007, 0.023], [-0.235, -0.447, -0.062], [0.200, 0.051, 0.118], [-0.046, -0.013, -0.007], [-0.066, 0.090, -0.066], [0.139, -0.215, 0.162], [-0.022, 0.011, -0.014], [0.010, -0.201, -0.015], [-0.036, -0.010, -0.003], [0.185, 0.160, 0.048], [-0.030, 0.144, 0.009], [0.016, 0.016, -0.048], [0.012, 0.139, -0.006], [-0.025, -0.066, -0.067], [-0.231, 0.127, -0.159], [-0.051, -0.011, -0.044], [-0.027, 0.013, -0.034], [-0.079, 0.091, -0.060], [0.002, -0.009, -0.025], [0.015, 0.005, 0.098], [-0.024, -0.091, 0.030], [-0.087, -0.003, 0.025], [-0.053, 0.202, 0.014], [0.036, -0.010, -0.037], [-0.012, -0.023, -0.027], [0.016, 0.010, 0.013], [-0.055, 0.080, -0.005], [-0.027, -0.088, -0.034], [0.159, -0.047, -0.046], [0.180, 0.099, -0.023], [0.030, 0.030, -0.065], [-0.043, -0.007, 0.042], [0.083, -0.001, 0.069], [0.013, -0.003, -0.006], [0.009, -0.075, 0.132], [-0.024, 0.050, -0.010], [0.006, -0.022, 0.007], [-0.068, -0.032, -0.047], [0.132, -0.245, 0.135], [-0.110, 0.108, -0.018]]
}



- Look up the multiplicity of the second one.
  1



- multiplicity of number 1 (C22H26Br2O7P)?
  1



- Which formula does entry 1 have?
  C22H26Br2O7P